Entry 1:
{
  "formula": "C12H20ClF3KN2O3",
  "method": "ωB97M-V with the def2-TZVPD basis set",
  "species": ["C", "C", "C", "Cl", "N", "C", "O", "C", "C", "N", "C", "C", "O", "C", "C", "C", "O", "C", "F", "F", "F", "H", "H", "H", "H", "H", "H", "H", "H", "H", "H", "H", "H", "H", "H", "H", "H", "H", "H", "H", "H", "K"],
  "positions_angstrom": [[-2.607204, -0.754597, -2.481965], [-1.204380, -0.224391, -2.232363], [-0.954368, 0.200499, -0.785898], [-1.741290, 1.908924, -0.642639], [-1.606237, -0.644078, 0.195687], [-0.663633, -1.429281, 0.864430], [-0.903945, -2.078322, 1.823977], [0.677418, -1.280561, 0.155550], [0.850050, -2.454423, -0.851021], [-0.411170, -3.131867, -1.135616], [-0.563987, -4.414488, -0.442236], [0.515266, 0.199853, -0.295632], [0.559216, 0.885352, 0.971539], [1.161293, 2.165944, 1.112288], [0.931166, 2.654036, 2.520009], [1.011500, 4.179441, 2.584799], [1.965874, 2.130226, 3.340168], [1.572107, 0.714277, -1.288463], [2.786526, 0.736980, -0.724854], [1.288035, 1.962148, -1.715095], [1.650097, -0.060646, -2.379599], [-3.360459, 0.026057, -2.358515], [-2.836250, -1.570629, -1.798810], [-2.678440, -1.121358, -3.505296], [-0.454308, -0.961322, -2.515626], [-1.022395, 0.645017, -2.869724], [-2.287743, -0.231858, 0.817019], [1.489368, -1.307890, 0.879538], [1.564380, -3.142697, -0.386016], [1.319168, -2.122894, -1.774105], [-0.472121, -3.300213, -2.131618], [-1.439482, -4.928886, -0.836229], [-0.730525, -4.246943, 0.621775], [0.312586, -5.062559, -0.565630], [0.766090, 2.873201, 0.382579], [2.248613, 2.156877, 1.018738], [-0.016075, 2.297152, 2.926005], [0.119621, 4.684932, 2.219493], [1.175451, 4.471108, 3.619137], [1.846900, 4.526096, 1.975139], [1.624961, 1.826984, 4.186391], [-1.481672, 3.224804, 1.502689]],
  "forces_ev_per_angstrom": [[0.0, 0.0, 0.1], [0.0, 0.3, -0.2], [-0.6, 0.0, -0.1], [0.0, -1.5, -1.8], [0.5, 0.5, 0.2], [0.2, 0.4, -0.8], [-0.2, -0.7, 1.1], [0.1, 0.0, -0.2], [0.1, 0.0, 0.2], [0.2, -0.1, -0.3], [0.0, 0.0, 0.1], [0.2, 0.0, 0.2], [0.2, 0.2, -0.4], [0.1, 0.0, 0.0], [0.7, 0.1, 1.1], [0.2, -0.1, 0.0], [0.0, -0.2, -0.3], [0.0, -0.1, -0.1], [-0.2, -0.1, -0.1], [0.0, -0.1, 0.1], [0.1, 0.3, 0.2], [0.0, 0.0, 0.0], [0.0, 0.0, -0.1], [0.0, 0.0, 0.0], [-0.2, -0.1, 0.1], [0.1, -0.1, 0.0], [-0.3, -0.2, -0.3], [-0.1, 0.1, 0.1], [-0.1, 0.0, 0.0], [0.0, 0.0, 0.1], [-0.1, 0.0, 0.0], [0.0, 0.0, 0.0], [0.1, 0.0, 0.0], [0.0, 0.0, 0.0], [0.0, 0.1, -0.2], [0.0, -0.2, -0.3], [0.0, -0.3, 0.1], [0.2, 0.4, 0.1], [0.0, 0.1, 0.0], [0.0, 0.0, 0.1], [0.0, 0.0, 0.0], [-1.1, 1.1, 1.3]],
  "nbo_charge": [-0.617, -0.475, 0.316, -0.181, -0.689, 0.733, -0.544, -0.346, -0.233, -0.651, -0.419, 0.131, -0.554, -0.112, 0.064, -0.632, -0.705, 0.968, -0.305, -0.320, -0.308, 0.211, 0.236, 0.231, 0.239, 0.233, 0.413, 0.267, 0.210, 0.222, 0.368, 0.212, 0.213, 0.175, 0.170, 0.241, 0.139, 0.158, 0.252, 0.243, 0.489, 0.956],
  "homo_ev": -11.76,
  "charge": 1,
  "orbital_gap_ha": 0.3057
}

***

Entry 2:
{
  "formula": "C17H18IN5OPdS",
  "method": "ωB97M-V with the def2-TZVPD basis set",
  "species": ["Pd", "N", "C", "C", "C", "C", "C", "C", "C", "C", "N", "C", "H", "H", "H", "H", "H", "H", "H", "H", "N", "C", "S", "C", "C", "C", "N", "C", "C", "H", "H", "H", "H", "H", "H", "N", "C", "O", "C", "I", "H", "H", "H", "H"],
  "positions_angstrom": [[-0.145599, -0.105496, 0.126226], [1.928863, -0.850102, 0.277118], [2.459416, -0.460300, 1.578741], [3.790390, -0.499673, 1.872856], [4.245661, -0.158169, 3.165386], [3.360466, 0.199767, 4.139635], [1.974840, 0.266411, 3.855904], [1.002673, 0.657598, 4.804240], [-0.313153, 0.741138, 4.441588], [-0.670518, 0.449110, 3.118000], [0.211147, 0.056824, 2.222708], [1.529788, -0.051127, 2.558990], [1.841955, -1.866419, 0.251371], [2.597545, -0.616188, -0.451056], [4.506298, -0.811789, 1.121483], [5.304632, -0.198949, 3.377762], [3.704593, 0.443687, 5.136193], [1.313406, 0.897177, 5.813535], [-1.078661, 1.041073, 5.142084], [-1.697005, 0.547024, 2.786204], [-7.050636, 1.181985, -1.152634], [-6.453606, 0.845465, -0.002465], [-7.170294, 0.782914, 1.464039], [-4.984836, 0.583753, -0.093644], [-4.429866, -0.515411, 0.560076], [-3.067183, -0.686464, 0.543049], [-2.235873, 0.182754, -0.064238], [-2.764970, 1.234109, -0.700951], [-4.126926, 1.456892, -0.753415], [-8.040211, 1.377841, -1.138833], [-6.600198, 1.074217, -2.046000], [-5.067132, -1.209499, 1.089631], [-2.610477, -1.537332, 1.034494], [-2.077064, 1.930779, -1.160548], [-4.501995, 2.333196, -1.264549], [1.004397, 2.394395, -2.176728], [0.649377, 2.789673, -0.957955], [0.271748, 2.007683, -0.060200], [0.685596, 4.254134, -0.659642], [-1.181301, 5.092774, -1.265893], [0.933686, 1.431667, -2.462614], [1.257094, 3.068901, -2.882101], [1.470286, 4.772701, -1.202380], [0.783744, 4.408576, 0.408335]],
  "forces_ev_per_angstrom": [[0.0, 0.0, 0.0], [-0.1, 0.0, 0.1], [0.0, 0.0, 0.0], [0.0, 0.0, 0.0], [0.0, 0.0, 0.0], [0.0, 0.0, 0.0], [0.0, 0.0, 0.0], [0.0, 0.0, 0.0], [0.0, 0.0, 0.0], [0.0, 0.0, 0.0], [0.0, 0.1, 0.0], [0.0, 0.0, -0.1], [0.1, 0.0, 0.0], [-0.1, 0.1, 0.0], [0.0, 0.0, 0.0], [0.0, 0.0, 0.0], [0.0, 0.0, 0.0], [0.0, 0.0, 0.0], [0.0, 0.0, 0.0], [0.0, 0.0, 0.0], [0.0, 0.0, 0.0], [0.0, 0.0, 0.0], [0.0, 0.0, 0.0], [0.0, 0.0, 0.0], [0.0, 0.0, 0.0], [0.0, 0.0, 0.0], [0.0, 0.0, 0.0], [0.0, 0.0, 0.0], [0.0, 0.0, 0.0], [0.0, 0.0, 0.0], [0.0, 0.0, 0.0], [0.0, 0.0, 0.0], [0.0, 0.0, 0.0], [0.0, 0.0, 0.0], [0.0, 0.0, 0.0], [0.0, 0.0, 0.0], [0.0, 0.0, 0.0], [0.0, 0.0, 0.0], [0.0, 0.0, 0.0], [0.0, 0.0, 0.0], [0.0, 0.0, 0.0], [0.0, 0.0, 0.0], [0.0, 0.0, 0.0], [0.0, 0.0, 0.0]],
  "lowdin_spin": [1.459, 0.062, 0.003, 0.001, 0.001, 0.002, 0.005, -0.004, 0.008, 0.015, 0.168, 0.014, 0.008, 0.003, 0.000, 0.000, 0.000, 0.000, 0.001, 0.003, 0.000, 0.000, 0.001, 0.001, 0.004, 0.016, 0.074, 0.011, 0.002, 0.000, 0.000, 0.000, 0.005, 0.001, 0.000, -0.001, 0.012, 0.110, 0.008, 0.001, 0.003, 0.000, 0.001, 0.000],
  "e_above_lowest_kcal_mol": 0.00,
  "homo_ev": [-13.14, -13.14],
  "charge": 2,
  "spin_multiplicity": 3,
  "orbital_gap_ha": [0.2565, 0.1726]
}

***

Entry 3:
{
  "formula": "C5H12O2",
  "method": "ωB97M-V with the def2-TZVPD basis set",
  "species": ["C", "C", "C", "C", "C", "O", "H", "H", "H", "H", "H", "H", "H", "H", "H", "H", "O", "H", "H"],
  "positions_angstrom": [[-2.573001, -1.052183, -0.375899], [-1.544297, 0.108723, -0.372003], [-1.209213, 0.841962, 1.020935], [-0.162988, 0.124930, 0.237084], [0.852470, 1.042159, -0.481865], [0.345091, -1.039186, 0.710047], [-3.555519, -0.682198, -0.080690], [-2.380227, -1.854475, 0.373848], [-2.666591, -1.476040, -1.399878], [-1.665969, 0.775108, -1.207235], [-1.545778, 0.442644, 1.971621], [-1.287758, 1.946999, 0.886720], [1.481723, 0.484329, -1.255547], [0.262950, 1.789985, -1.020960], [1.543955, 1.504299, 0.232985], [0.720674, -1.505039, -0.091153], [4.470126, -0.455916, -0.100870], [5.175172, -0.758630, 0.431792], [3.739173, -0.237462, 0.521072]],
  "forces_ev_per_angstrom": [[0.7, -0.1, 0.1], [-0.8, -0.4, 1.9], [-0.5, 0.5, -1.7], [-0.1, 1.9, -1.6], [0.2, -1.1, -0.6], [1.3, -2.0, -0.4], [0.0, 0.2, -0.2], [0.3, 0.5, -0.7], [0.1, 0.1, 0.7], [-0.1, 0.3, -0.1], [-0.2, -0.2, -0.3], [0.4, -1.0, 0.6], [-0.9, 0.5, 1.0], [0.4, 0.2, 0.1], [-0.2, 0.0, -0.1], [-0.6, 0.5, 1.4], [-2.0, 0.8, -0.3], [1.2, -0.5, 0.9], [0.8, -0.3, -0.6]],
  "nbo_charge": [-0.619, -0.241, -0.446, 0.229, -0.623, -0.693, 0.212, 0.220, 0.209, 0.202, 0.229, 0.217, 0.206, 0.212, 0.211, 0.473, -0.940, 0.467, 0.473],
  "e_above_lowest_kcal_mol": 44.67,
  "homo_ev": -9.23,
  "smiles": "C[C@H]1C[C@@]1(C)O.O",
  "orbital_gap_ha": 0.3677
}